w.
Molecular formula: CCl3F3Si
Method: DFT, wB97M-V/def2-TZVPD

Bonds (Å) are listed after each position.
Geometry (Å):
1 C 0.19 0.83 0.17  Si5 1.865, Cl6 1.954, Cl7 1.790, Cl8 1.736
2 F 0.01 -1.28 -1.71  Si5 1.588
3 F -1.80 -1.07 0.15  Si5 1.598
4 F 0.72 -1.73 0.80  Si5 1.583
5 Si -0.24 -0.94 -0.18  C1 1.865, F2 1.588, F3 1.598, F4 1.583
6 Cl 1.90 0.90 1.13  C1 1.954
7 Cl 0.34 1.71 -1.38  C1 1.790
8 Cl -1.12 1.59 1.02  C1 1.736

As for the HOMO-LUMO gap: 0.4114 hartree. For the LUMO energy, the calculation gives -0.19 eV.

Here is what Mulliken gives for the atomic charges, in e: 0.21, -0.23, -0.24, -0.23, 0.84, -0.15, -0.11, -0.09

=====

x.
Molecular formula: CCl3F3Si
Method: DFT, wB97M-V/def2-TZVPD

Bonds (Å) are listed after each position.
Geometry (Å):
1 C -0.18 -1.61 -2.37  Cl7 1.662, Cl8 1.653
2 F -0.97 0.85 0.94  Si5 1.609
3 F 0.61 2.65 1.42  Si5 1.653
4 F 0.45 0.64 3.02  Si5 1.638
5 Si 0.56 1.00 1.43  F2 1.609, F3 1.653, F4 1.638, Cl6 1.996
6 Cl 1.60 0.01 0.05  Si5 1.996
7 Cl -0.83 -1.89 -0.87  C1 1.662
8 Cl -1.24 -1.66 -3.63  C1 1.653

As for the HOMO-LUMO gap: 0.3099 hartree. For the LUMO energy, the calculation gives -1.01 eV.

Here is what Mulliken gives for the atomic charges, in e: 0.06, -0.24, -0.28, -0.26, 0.92, -0.15, -0.01, -0.03

=====

The structure with the least stability is x.

=====

w.
Molecular formula: C6H12N3OS
Method: DFT, wB97M-V/def2-TZVPD

Bonds (Å) are listed after each position.
Geometry (Å):
1 C -2.96 0.92 -0.44  N7 1.406, N8 1.349, O10 1.203
2 C -0.07 0.38 1.44  C3 1.583, S11 1.815, H12 1.101, H13 1.049
3 C -1.51 -0.19 1.13  C2 1.583, C5 1.486, N7 1.495, H14 1.182
4 C 2.04 1.20 -0.23  C6 1.488, S11 1.680, H15 1.151
5 C -1.45 -0.76 -0.24  C3 1.486, N8 1.403, N9 1.661
6 C 3.08 1.20 -1.30  C4 1.488, H16 1.034, H17 1.099, H18 1.060
7 N -2.63 0.77 0.92  C1 1.406, C3 1.495, H19 0.996
8 N -2.29 -0.05 -1.10  C1 1.349, C5 1.403, H20 0.951
9 N -1.77 -2.39 -0.16  C5 1.661, H21 1.059, H22 1.057, H23 1.025
10 O -3.69 1.69 -1.00  C1 1.203
11 S 1.04 -0.11 0.09  C2 1.815, C4 1.680
12 H 0.03 1.45 1.67  C2 1.101
13 H 0.25 -0.15 2.29  C2 1.049
14 H -1.85 -1.02 1.91  C3 1.182
15 H 1.73 2.19 0.27  C4 1.151
16 H 3.21 0.19 -1.42  C6 1.034
17 H 3.87 1.70 -0.72  C6 1.099
18 H 2.97 1.78 -2.18  C6 1.060
19 H -2.88 1.43 1.63  N7 0.996
20 H -2.16 0.04 -2.04  N8 0.951
21 H -2.80 -2.48 -0.38  N9 1.059
22 H -1.58 -2.55 0.87  N9 1.057
23 H -1.21 -3.10 -0.66  N9 1.025

As for the HOMO-LUMO gap (alpha / beta): 0.2237 / 0.2534 hartree. For the LUMO energy (alpha / beta), the calculation gives -4.61 / -4.22 eV. As for the charge: +1.

Here is what Mulliken gives for the atomic charges, in e: 0.21, -0.79, -0.07, 0.14, -0.23, -1.00, -0.18, -0.12, -0.43, -0.57, 0.02, 0.56, 0.37, 0.37, 0.28, 0.35, 0.30, 0.34, 0.20, 0.19, 0.37, 0.34, 0.34

=====

x.
Molecular formula: C6H12N3OS
Method: DFT, wB97M-V/def2-TZVPD

Bonds (Å) are listed after each position.
Geometry (Å):
1 C 0.55 0.57 2.19  C3 1.515, N7 1.744, H12 1.121
2 C -0.91 0.34 -0.25  C4 1.350, N8 1.344, S11 1.746
3 C -0.93 0.83 2.41  C1 1.515, S11 1.822, H13 1.077, H14 1.093
4 C -1.22 1.01 -1.38  C2 1.350, N9 1.341, O10 1.290
5 C 1.98 -1.33 0.97  N7 1.413, H15 1.051, H16 1.220, H17 1.128
6 C 0.35 -1.46 -1.27  N8 1.444, H18 1.105, H19 1.070, H20 1.039
7 N 0.77 -0.59 0.91  C1 1.744, C5 1.413, N8 1.306
8 N 0.18 -0.45 -0.25  C2 1.344, C6 1.444, N7 1.306
9 N -0.45 1.20 -2.46  C4 1.341, H21 0.985, H22 1.018
10 O -2.35 1.64 -1.31  C4 1.290, H23 1.017
11 S -2.06 0.33 1.06  C2 1.746, C3 1.822
12 H 1.15 0.29 3.09  C1 1.121
13 H -1.05 1.87 2.63  C3 1.077
14 H -1.23 0.24 3.28  C3 1.093
15 H 1.80 -2.29 0.58  C5 1.051
16 H 2.83 -0.79 0.28  C5 1.220
17 H 2.38 -1.38 2.02  C5 1.128
18 H 0.50 -2.50 -0.91  C6 1.105
19 H 1.13 -1.05 -1.87  C6 1.070
20 H -0.56 -1.53 -1.77  C6 1.039
21 H 0.48 0.98 -2.70  N9 0.985
22 H -0.84 1.70 -3.25  N9 1.018
23 H -2.49 2.38 -1.99  O10 1.017

As for the HOMO-LUMO gap (alpha / beta): 0.2618 / 0.2664 hartree. For the LUMO energy (alpha / beta), the calculation gives -4.21 / -4.48 eV. As for the charge: +1.

Here is what Mulliken gives for the atomic charges, in e: -0.39, 0.23, -0.38, 0.43, -0.73, -1.11, -0.29, 0.55, -0.39, -0.48, -0.16, 0.26, 0.35, 0.40, 0.28, 0.29, 0.26, 0.38, 0.43, 0.36, 0.16, 0.19, 0.36

=====

The structure with the least stability is x.

=====

w.
Molecular formula: C5H11BrSi
Method: DFT, wB97M-V/def2-TZVPD

Bonds (Å) are listed after each position.
Geometry (Å):
1 C -0.49 2.18 -0.87  C2 1.326, H8 1.195, H9 1.012
2 C 0.19 1.36 -0.08  C1 1.326, C3 1.557, Si6 1.927
3 C 1.57 1.62 0.58  C2 1.557, H10 1.096, H11 1.151, H12 1.068
4 C -0.54 -1.45 1.67  Si6 1.850, H13 1.065, H14 1.181, H15 1.138
5 C -0.65 -1.39 -1.36  Si6 1.838, H16 1.179, H17 1.081, H18 1.049
6 Si -0.63 -0.37 0.17  C2 1.927, C4 1.850, C5 1.838, Br7 2.669
7 Br -3.26 -0.01 -0.02  Si6 2.669
8 H -1.60 1.89 -1.23  C1 1.195
9 H -0.23 3.14 -1.02  C1 1.012
10 H 1.54 1.27 1.62  C3 1.096
11 H 1.77 2.73 0.83  C3 1.151
12 H 2.36 1.20 0.01  C3 1.068
13 H -1.47 -1.48 2.19  C4 1.065
14 H -0.17 -2.52 1.32  C4 1.181
15 H 0.14 -1.03 2.48  C4 1.138
16 H -0.29 -0.83 -2.33  C5 1.179
17 H 0.09 -2.13 -1.07  C5 1.081
18 H -1.46 -2.00 -1.64  C5 1.049

As for the HOMO-LUMO gap: 0.3474 hartree. For the LUMO energy, the calculation gives 0.29 eV.

Here is what Mulliken gives for the atomic charges, in e: -0.91, 0.60, -1.10, -0.97, -1.04, 0.60, -0.52, 0.05, 0.43, 0.31, 0.34, 0.30, 0.33, 0.26, 0.31, 0.26, 0.32, 0.43

=====

x.
Molecular formula: C5H11BrSi
Method: DFT, wB97M-V/def2-TZVPD

Bonds (Å) are listed after each position.
Geometry (Å):
1 C -1.22 -0.96 1.44  C2 1.295, H8 1.133, H9 1.095
2 C -0.11 -0.48 0.99  C1 1.295, C3 1.521, Si6 1.858
3 C 1.09 -0.48 1.93  C2 1.521, H10 1.128, H11 1.107, H12 1.125
4 C 0.52 2.05 -0.89  Si6 1.928, H13 1.089, H14 1.056, H15 1.061
5 C -1.08 -0.53 -1.97  Si6 1.904, H16 1.141, H17 1.038, H18 1.075
6 Si 0.19 0.15 -0.73  C2 1.858, C4 1.928, C5 1.904, Br7 2.422
7 Br 2.17 -1.07 -1.39  Si6 2.422
8 H -2.09 -0.95 0.71  C1 1.133
9 H -1.33 -1.22 2.50  C1 1.095
10 H 1.63 -1.34 1.42  C3 1.128
11 H 0.71 -0.81 2.91  C3 1.107
12 H 1.80 0.39 2.03  C3 1.125
13 H 1.03 2.31 0.04  C4 1.089
14 H 1.06 2.39 -1.72  C4 1.056
15 H -0.33 2.68 -0.93  C4 1.061
16 H -1.39 -1.57 -1.62  C5 1.141
17 H -1.93 0.03 -1.75  C5 1.038
18 H -0.72 -0.59 -2.98  C5 1.075

As for the HOMO-LUMO gap: 0.3910 hartree. For the LUMO energy, the calculation gives 0.77 eV.

Here is what Mulliken gives for the atomic charges, in e: -0.82, 0.65, -1.23, -1.13, -1.09, 0.63, -0.41, 0.20, 0.28, 0.29, 0.32, 0.25, 0.28, 0.38, 0.40, 0.29, 0.38, 0.34

=====

The structure with the least stability is w.